Record 1
DFT (wB97M-V/def2-TZVPD) results for a gas-phase ion, C13H23N4 (charge +1).

Charge: +1
2S+1: 1
Total energy, a.u.: -727.8512
SMILES: CN(C)C(NCN(C)c1ccccc1)=[N+](C)C

The geometry in XYZ format:
```
40
Properties=species:S:1:pos:R:3:nbo_charge:R:1
C -0.440 1.200 3.704 -0.41
N -0.544 0.336 2.526 -0.41
C 0.461 -0.695 2.435 -0.41
C -1.332 0.558 1.461 0.71
N -0.889 0.090 0.194 -0.62
C 0.621 0.202 -0.328 -0.04
N 1.413 0.304 -1.634 -0.42
C 2.432 1.355 -1.650 -0.41
C 1.598 -0.776 -2.482 0.16
C 0.522 -1.688 -2.549 -0.23
C 0.632 -2.826 -3.332 -0.19
C 1.811 -3.122 -4.019 -0.24
C 2.887 -2.229 -3.950 -0.17
C 2.792 -1.034 -3.234 -0.28
N -2.530 1.190 1.652 -0.40
C -3.094 1.563 2.991 -0.41
C -3.550 1.263 0.575 -0.43
H -0.481 2.266 3.434 0.22
H -1.188 0.942 4.461 0.22
H 0.547 0.960 4.100 0.23
H 0.074 -1.574 1.914 0.23
H 1.357 -0.303 1.959 0.20
H 0.735 -0.954 3.444 0.23
H -1.579 0.371 -0.494 0.41
H 1.165 -0.597 0.281 0.20
H 1.029 1.155 0.230 0.20
H 2.747 1.539 -2.687 0.23
H 2.027 2.305 -1.265 0.21
H 3.355 1.108 -1.092 0.19
H -0.372 -1.482 -1.947 0.19
H -0.225 -3.509 -3.395 0.22
H 1.906 -4.030 -4.605 0.23
H 3.821 -2.457 -4.443 0.22
H 3.633 -0.350 -3.149 0.22
H -3.018 0.744 3.727 0.22
H -2.647 2.512 3.365 0.23
H -4.165 1.770 2.829 0.23
H -3.977 0.261 0.347 0.22
H -4.401 1.876 0.951 0.24
H -3.131 1.758 -0.324 0.22
```

=====

Record 2
DFT (wB97M-V/def2-TZVPD) results for a gas-phase ion, C6H8FN2O2 (charge +1).

Charge: +1
2S+1: 1
Total energy, a.u.: -592.8769
Energy above the lowest of the compared OMol25 structures with the same formula, charge and spin, kJ/mol: 273.4

The geometry in XYZ format:
```
19
Properties=species:S:1:pos:R:3:nbo_charge:R:1
C -0.009 1.740 0.856 0.48
C 1.394 0.082 0.228 0.68
C 0.234 -0.982 0.667 0.05
C -1.116 -0.348 0.678 0.44
C 3.642 0.379 -0.376 -0.28
C -3.217 -0.251 -0.470 -0.27
N 1.115 1.343 0.310 -0.57
N -1.077 1.930 1.271 -0.35
O 2.514 -0.454 -0.072 -0.41
O -1.782 -0.462 -0.391 -0.38
F 0.566 -1.328 1.905 -0.29
H 0.308 -1.978 -0.089 0.27
H -1.751 -0.291 1.600 0.25
H 4.164 -0.159 -1.285 0.22
H 4.376 0.265 0.418 0.23
H 3.374 1.288 -0.762 0.22
H -3.326 -0.385 -1.504 0.24
H -3.348 0.735 0.108 0.24
H -3.820 -0.963 0.142 0.23
```

=====

Record 3
DFT (wB97M-V/def2-TZVPD) results for 6 unconnected molecules or ions with the total composition C26H50NO10.

Charge: +1
2S+1: 1
Total energy, a.u.: -1827.5531
Energy above the lowest of the compared OMol25 structures with the same formula, charge and spin, kJ/mol: 0.0

The geometry in XYZ format:
```
87
Properties=species:S:1:pos:R:3:mulliken_charge:R:1
C 4.096 1.457 -2.955 0.08
C 3.041 1.037 -3.343 -0.85
C 1.675 0.725 -3.817 0.25
C 0.733 0.870 -2.531 0.93
C -0.091 2.120 -2.787 -0.85
N 0.868 2.918 -3.655 -0.16
C 1.264 1.933 -4.689 -1.06
H 5.005 1.902 -2.623 0.45
H 1.607 -0.242 -4.301 0.62
H 1.456 0.967 -1.721 -0.55
H 0.178 -0.027 -2.261 -0.39
H -0.859 1.834 -3.506 0.37
H -0.453 2.674 -1.929 0.43
H 1.646 3.207 -3.053 0.36
H 0.487 3.794 -4.014 0.36
H 2.140 2.301 -5.220 0.48
H 0.467 1.747 -5.404 0.35
O -1.311 -4.246 -2.212 -0.59
C -0.198 -4.094 -1.790 0.81
O 0.281 -2.835 -1.696 -0.26
C 1.509 -2.507 -1.025 0.77
C 2.701 -2.618 -1.952 -1.03
C 0.698 -5.256 -1.441 -1.11
H 1.634 -3.102 -0.121 -0.08
H 1.393 -1.474 -0.699 -0.32
H 2.843 -3.639 -2.305 0.41
H 3.608 -2.298 -1.440 0.30
H 2.557 -1.990 -2.835 0.14
H 1.214 -5.585 -2.343 0.30
H 0.072 -6.066 -1.078 0.35
H 1.428 -5.034 -0.666 0.32
O -0.306 -0.278 2.121 -0.68
C -1.236 -0.790 1.547 0.75
O -1.545 -0.307 0.338 -0.31
C -2.458 -0.946 -0.563 -0.01
C -3.886 -0.466 -0.415 -1.22
C -2.062 -1.889 2.153 -0.93
H -2.357 -2.029 -0.498 0.21
H -2.088 -0.666 -1.550 0.27
H -4.287 -0.716 0.568 0.28
H -4.521 -0.922 -1.172 0.46
H -3.946 0.615 -0.520 0.18
H -2.852 -1.446 2.760 0.36
H -1.412 -2.479 2.785 0.08
H -2.499 -2.566 1.425 0.34
O 3.734 0.144 0.040 -0.49
C 3.497 1.025 0.826 0.57
O 4.515 1.580 1.504 -0.39
C 4.370 2.743 2.325 -0.33
C 3.929 2.389 3.729 -0.94
C 2.082 1.458 1.117 0.18
H 3.705 3.468 1.853 0.34
H 5.360 3.196 2.351 0.33
H 2.943 1.922 3.735 0.22
H 3.889 3.283 4.352 0.37
H 4.628 1.683 4.175 0.29
H 1.660 0.825 1.892 0.08
H 1.498 1.319 0.210 -0.49
H 1.983 2.502 1.409 0.46
O 0.523 -3.615 2.207 -0.51
C 1.179 -3.512 3.213 0.87
O 2.010 -4.512 3.540 -0.40
C 2.968 -4.423 4.601 -0.39
C 2.365 -4.801 5.937 -0.99
C 1.028 -2.328 4.140 -0.74
H 3.433 -3.436 4.619 0.34
H 3.750 -5.132 4.334 0.32
H 1.569 -4.115 6.228 0.27
H 3.129 -4.790 6.715 0.37
H 1.933 -5.800 5.886 0.30
H 0.214 -2.522 4.839 0.29
H 0.775 -1.461 3.531 -0.02
H 1.932 -2.091 4.697 0.42
O -5.978 1.667 -1.463 -0.55
C -5.723 2.826 -1.640 0.82
O -6.048 3.716 -0.687 -0.36
C -5.640 5.087 -0.711 -0.36
C -6.598 5.948 -1.507 -0.95
C -5.129 3.318 -2.941 -1.03
H -4.610 5.178 -1.063 0.30
H -5.641 5.400 0.332 0.32
H -6.630 5.653 -2.556 0.27
H -6.303 6.996 -1.453 0.36
H -7.608 5.849 -1.111 0.30
H -5.937 3.503 -3.648 0.28
H -4.491 2.531 -3.338 0.28
H -4.525 4.218 -2.841 0.34
```

=====

Record 4
DFT (wB97M-V/def2-TZVPD) results for a single C3H7N5 molecule.

2S+1: 1
Total energy, a.u.: -392.0903
SMILES: [H]/N=c1\nc(C)n(N)[nH]1
Energy above the lowest of the compared OMol25 structures with the same formula, charge and spin, kJ/mol: 547.9

The geometry in XYZ format:
```
15
Properties=species:S:1:pos:R:3:nbo_charge:R:1
H 1.416 2.546 -1.450 0.33
N 1.916 1.827 -0.882 -0.65
C 0.845 0.934 -0.772 0.50
N -0.647 0.792 -1.052 -0.53
C -1.053 -0.178 -0.208 0.43
C -2.320 -0.411 0.535 -0.71
N -0.002 -0.930 0.296 -0.12
N 0.065 -1.356 1.479 -0.61
N 1.399 -0.281 -0.025 -0.53
H -2.079 -0.348 1.714 0.26
H -3.326 0.310 0.354 0.26
H -2.887 -1.428 0.450 0.27
H 0.726 -2.020 1.556 0.36
H 0.188 -0.517 2.093 0.33
H 2.016 -0.975 -0.762 0.39
```

=====

Record 5
DFT (wB97M-V/def2-TZVPD) results for 2 unconnected molecules or ions with the total composition H4O2.

2S+1: 1
Total energy, a.u.: -152.8690
SMILES: O.O
Energy above the lowest of the compared OMol25 structures with the same formula, charge and spin, kJ/mol: 15.5

The geometry in XYZ format:
```
6
Properties=species:S:1:pos:R:3:nbo_charge:R:1
O 0.137 1.238 0.014 -0.95
H 0.930 0.702 -0.009 0.47
H 0.387 2.016 0.513 0.48
O -0.823 -1.478 -0.060 -0.94
H -0.642 -0.557 -0.247 0.48
H 0.011 -1.922 -0.211 0.46
```

=====

In order of appearance, HOMO energy = -10.4; -14.8; -11.9; -8.8; -11.2 eV.
In order of appearance, HOMO-LUMO gap = 7.8; 9.3; 8.7; 9.3; 11.8 eV.
In order of appearance, LUMO = -2.64; -5.47; -3.13; 0.51; 0.61 eV.